{
  "formula": "C50H60N4O24S",
  "method": "ωB97M-V/def2-TZVPD",
  "homo_lumo_gap_ev": 8.88,
  "homo_ev": -10.0,
  "multiplicity": 1,
  "charge": 0,
  "mol_weight_g_mol": 1133.10,
  "relative_energy_kj_mol": 615.3,
  "smiles": "O=[N+]([O-])c1ccccc1.O=[N+]([O-])c1ccccc1.O=[N+]([O-])c1ccccc1.O=[N+]([O-])c1ccccc1.O=S1(=O)OCCO1.O=C1CCCO1.O=C1CCCO1.O=C1CCCO1.O=C1CCCO1.O=C1CCCO1.O=C1CCCO1",
  "symbols": ["O", "N", "O", "C", "C", "C", "C", "C", "C", "H", "H", "H", "H", "H", "O", "N", "O", "C", "C", "C", "C", "C", "C", "H", "H", "H", "H", "H", "O", "N", "O", "C", "C", "C", "C", "C", "C", "H", "H", "H", "H", "H", "O", "N", "O", "C", "C", "C", "C", "C", "C", "H", "H", "H", "H", "H", "O", "S", "O", "O", "C", "C", "O", "H", "H", "H", "H", "O", "C", "C", "C", "C", "O", "H", "H", "H", "H", "H", "H", "O", "C", "C", "C", "C", "O", "H", "H", "H", "H", "H", "H", "O", "C", "C", "C", "C", "O", "H", "H", "H", "H", "H", "H", "O", "C", "C", "C", "C", "O", "H", "H", "H", "H", "H", "H", "O", "C", "C", "C", "C", "O", "H", "H", "H", "H", "H", "H", "O", "C", "C", "C", "C", "O", "H", "H", "H", "H", "H", "H"],
  "positions_angstrom": [[7.08543, 42.58423, -27.27427], [7.96807, 42.55948, -28.08354], [8.50503, 43.58210, -28.54778], [8.38215, 41.21531, -28.50930], [8.23812, 40.10970, -27.58102], [8.58324, 38.82491, -28.02644], [8.90531, 38.65684, -29.38048], [9.16143, 39.76477, -30.17982], [8.83083, 41.02778, -29.83123], [7.91765, 40.19729, -26.55339], [8.51339, 37.93753, -27.41484], [9.02811, 37.66021, -29.77804], [9.46842, 39.45885, -31.16904], [8.93165, 41.81744, -30.56109], [-4.01992, 34.05248, -27.36787], [-3.89652, 33.14290, -26.55424], [-4.41330, 33.07744, -25.46726], [-3.04160, 31.95329, -26.96541], [-2.47127, 31.96389, -28.27389], [-1.74959, 30.79991, -28.66745], [-1.59847, 29.69290, -27.76564], [-2.03459, 29.80251, -26.46331], [-2.76488, 30.89766, -26.04996], [-2.56040, 32.72337, -29.03655], [-1.26271, 30.86465, -29.62931], [-1.00385, 28.82396, -28.00603], [-1.78509, 29.11753, -25.66647], [-3.11349, 30.89286, -25.02778], [12.44225, 25.67407, -29.62194], [13.16025, 24.76107, -30.10010], [12.84924, 23.57454, -29.90933], [14.46470, 25.05072, -30.73261], [15.37625, 24.02095, -31.10050], [16.63576, 24.42308, -31.54999], [16.97056, 25.72167, -31.72950], [16.12683, 26.71623, -31.37160], [14.82764, 26.39769, -30.96019], [15.12717, 22.97297, -31.02253], [17.43345, 23.72360, -31.75206], [18.00950, 25.91615, -31.95122], [16.46572, 27.73444, -31.49324], [14.05805, 27.14520, -30.83626], [5.72500, 18.98768, -18.57065], [5.07438, 19.11244, -19.62471], [3.86824, 18.74118, -19.75138], [5.81122, 19.50036, -20.86930], [5.29368, 19.20342, -22.13823], [5.92879, 19.59235, -23.29005], [7.06575, 20.49401, -23.18000], [7.77521, 20.60719, -21.99012], [7.10422, 20.12710, -20.80113], [4.40257, 18.62491, -22.33229], [5.62139, 19.31528, -24.28762], [7.54448, 20.88075, -24.06749], [8.67414, 21.20426, -22.03313], [7.62357, 20.29653, -19.86948], [1.63974, 22.41510, -30.78125], [2.58832, 23.15994, -31.63178], [3.94049, 23.49256, -31.19070], [2.65007, 22.51411, -33.14032], [1.85731, 23.26253, -33.98051], [1.06802, 24.34962, -33.26704], [1.93977, 24.59723, -32.19209], [2.30461, 23.56960, -34.92589], [1.08982, 22.58426, -34.35336], [0.01687, 24.19983, -33.02060], [1.22514, 25.24214, -33.87270], [10.86432, 30.64181, -13.98343], [9.90558, 30.36974, -14.66136], [8.94674, 31.25466, -15.38373], [8.61166, 30.33232, -16.54015], [8.54365, 28.99904, -15.79934], [9.63668, 29.04329, -14.87619], [8.09419, 31.46348, -14.73748], [9.43369, 32.19390, -15.64609], [7.64848, 30.51306, -17.01735], [9.34725, 30.44866, -17.33606], [7.56773, 28.83076, -15.34399], [8.66677, 28.09958, -16.40258], [6.21398, 27.65274, -36.54777], [6.49089, 27.99003, -35.41979], [7.09967, 27.22106, -34.27666], [7.24023, 28.23968, -33.20606], [6.50588, 29.45649, -33.55799], [6.34471, 29.32147, -34.98588], [6.42615, 26.41253, -33.99249], [8.08688, 26.81804, -34.50269], [6.84124, 27.89858, -32.25079], [8.27662, 28.57444, -33.16221], [5.53766, 29.50522, -33.05970], [7.13621, 30.29987, -33.27604], [5.01840, 34.72024, -21.95179], [3.93252, 34.25942, -21.70889], [2.75554, 33.93442, -22.64022], [1.81443, 33.27758, -21.67021], [2.19076, 33.90542, -20.29685], [3.55901, 34.09532, -20.43361], [2.25539, 34.78405, -23.10507], [2.93125, 33.21890, -23.44351], [0.77948, 33.39917, -21.98984], [2.03760, 32.21207, -21.61546], [1.55362, 34.78954, -20.27537], [1.94208, 33.22034, -19.48635], [7.41482, 30.34311, -26.45501], [7.09589, 29.34242, -25.82338], [7.83377, 28.85313, -24.63338], [6.77976, 27.93526, -24.01877], [6.12212, 27.42227, -25.24739], [6.02043, 28.59758, -26.02969], [8.76573, 28.35426, -24.89927], [8.02944, 29.74555, -24.03889], [7.14005, 27.06632, -23.46811], [6.18529, 28.42464, -23.24726], [6.60254, 26.58774, -25.75812], [5.11654, 27.16265, -24.91649], [17.07206, 34.72533, -26.36155], [16.24218, 33.88428, -26.70017], [15.25921, 33.99997, -27.84747], [14.33414, 32.85480, -27.45561], [15.32653, 31.87671, -26.84765], [16.21214, 32.68205, -26.15665], [14.65608, 34.89515, -27.69590], [15.77642, 34.01191, -28.80687], [13.58050, 33.07398, -26.69924], [13.78936, 32.57105, -28.35605], [14.77796, 31.21016, -26.18216], [15.95672, 31.33404, -27.55226], [4.43794, 36.82794, -33.34213], [3.98222, 36.75959, -32.21335], [3.31912, 38.01563, -31.51048], [2.60135, 37.29596, -30.39338], [3.25595, 35.97197, -30.25400], [3.89370, 35.70105, -31.48975], [4.04095, 38.75841, -31.17089], [2.67101, 38.58972, -32.17264], [2.86639, 37.83951, -29.48652], [1.51531, 37.30272, -30.48579], [3.95878, 35.90496, -29.42354], [2.50161, 35.18534, -30.27152]],
  "atomic_forces_ev_per_a": [[-0.86, 0.13, 0.91], [0.92, 1.24, -0.71], [-0.43, -1.89, 0.22], [0.10, -1.46, 0.23], [0.82, 0.60, -1.43], [-0.60, 0.71, -1.17], [0.58, 0.41, 1.29], [-0.52, -2.68, -1.13], [-0.09, 1.12, 1.60], [-0.06, 0.61, -0.09], [-0.16, 0.20, 0.33], [0.21, -0.03, -0.04], [0.12, 0.71, -0.35], [-0.05, 0.32, 0.35], [0.11, -0.71, 0.79], [0.68, -0.66, -1.05], [-0.15, 0.25, 0.25], [0.69, -0.09, -0.65], [0.18, -2.17, 1.00], [-0.60, 0.12, 1.76], [0.65, 1.40, -0.99], [-0.25, 0.51, 0.25], [-0.75, 1.52, -0.91], [-0.33, 0.39, 0.53], [-0.06, -0.52, -0.10], [0.00, 0.01, -0.43], [0.03, -0.54, -0.38], [-0.20, 0.48, -0.06], [1.98, -1.03, -1.63], [-2.00, -0.67, 2.10], [0.97, 1.44, -0.94], [1.21, 0.45, -1.02], [-0.53, 0.96, 0.48], [-0.66, -1.80, -0.04], [1.61, 0.23, 0.74], [-1.61, 0.93, -0.26], [-0.30, -0.71, 0.32], [-0.11, 0.06, 0.25], [-0.35, -0.53, -0.06], [-0.01, 0.31, -0.39], [-0.35, 0.19, 0.08], [0.15, 0.16, 0.37], [-1.21, 0.81, -2.03], [-0.97, -2.24, 0.66], [3.09, 1.43, 0.18], [1.95, 1.11, -0.34], [-0.60, -0.57, -0.21], [2.28, 2.51, 0.40], [-0.22, -2.34, -0.15], [-2.94, -0.30, 0.64], [-0.31, 0.05, -0.82], [-0.20, -0.11, 0.80], [-0.43, -0.01, 0.16], [-0.22, 0.06, -0.26], [0.16, -0.22, 0.68], [-0.37, -0.18, 0.29], [2.22, 1.74, -2.18], [0.33, 0.77, 0.81], [-2.73, -0.96, -0.61], [0.94, 0.20, 2.43], [-3.46, -1.33, -2.94], [1.85, 1.03, -0.83], [0.52, -1.17, 2.65], [0.96, 0.41, 0.62], [-0.10, -0.41, -0.15], [0.25, -0.37, 0.23], [-0.78, 0.11, -0.04], [-0.80, 0.43, -0.43], [2.08, -0.75, 1.78], [0.23, 0.23, -0.31], [-1.37, 0.09, -0.37], [0.43, -0.90, -1.13], [-0.95, 0.73, -0.20], [-0.09, -0.05, 0.00], [-0.09, -0.11, 0.03], [-0.07, 0.26, 0.09], [0.28, -0.57, 0.20], [0.03, 0.46, 0.62], [0.32, 0.18, -0.29], [0.29, 0.47, 1.72], [0.14, 1.23, -1.01], [-0.39, -0.58, -0.26], [1.16, -0.51, 2.10], [-0.67, 0.20, -1.10], [-0.50, -0.34, -0.75], [0.09, -0.15, -0.16], [-0.33, -0.24, -0.48], [0.73, -0.21, 0.21], [0.17, -0.61, 0.56], [-0.16, 0.28, -0.29], [-0.53, 0.42, -0.52], [-0.66, -0.73, -0.31], [0.95, 1.47, -1.17], [-0.24, -0.65, 0.16], [-0.58, -0.76, 0.62], [-2.23, -1.29, -1.85], [0.58, 0.39, 1.16], [0.58, 0.45, 0.20], [0.78, 0.31, -0.01], [-0.07, -0.03, 0.40], [-0.10, -0.12, -0.08], [0.68, 0.64, 0.75], [0.31, 0.31, 0.13], [-1.10, -1.79, 0.57], [1.62, 2.75, -1.23], [-0.11, 0.05, 1.27], [2.10, -1.26, 1.37], [-2.22, 0.28, 1.27], [-0.64, -0.06, -1.81], [-0.04, 0.04, -0.04], [0.36, -0.20, 0.06], [0.65, 0.02, 0.05], [-0.59, 0.34, -0.71], [0.19, 0.24, -0.05], [-0.20, -0.42, -0.78], [-1.71, -1.47, -0.39], [2.98, 3.20, -0.29], [-1.14, 0.66, 2.11], [0.08, -0.65, -1.87], [-1.44, -1.32, -0.86], [0.63, 0.27, 1.65], [0.62, 0.47, -0.40], [-0.27, -0.36, 0.04], [0.23, 0.58, 0.00], [-0.02, -0.78, 0.20], [0.54, -0.21, 0.14], [-0.52, -0.40, -0.33], [-0.21, -0.76, 1.40], [0.24, 4.24, -3.32], [0.24, -1.27, -0.59], [-0.06, 2.34, 1.64], [-1.14, -1.63, -0.33], [0.98, -1.46, 0.37], [0.36, -0.42, 0.08], [0.01, -0.50, -0.27], [-0.64, 0.11, 0.28], [0.15, -0.32, -0.13], [-0.02, -0.18, -0.16], [0.10, -0.14, 1.05]]
}